Run w
A cluster of 2 separate species, C4H13NO in total. Source: the Open Molecules 2025 dataset; level of theory: the ωB97M-V functional and the def2-TZVPD basis.

Values from the calculation:
HOMO-LUMO gap   10.5 eV
E_HOMO   -9.62 eV
E_LUMO   0.032 Eh
Structure (SMILES)   CCOCC.N

Last column: Mulliken charge in e.
Atoms and positions in Å:
H (0.585, -1.203, 2.987)  0.28
H (-1.277, 0.175, -2.880)  0.21
H (-1.621, -0.640, 0.967)  0.31
H (-1.385, 0.974, -4.324)  0.21
O (0.831, 0.347, 1.735)  -0.36
C (-1.101, -1.186, 1.750)  -0.97
H (-1.617, -1.143, 2.710)  0.27
C (2.035, 0.749, -0.286)  -0.99
H (-2.748, 0.429, -3.595)  0.21
H (0.356, 1.914, 0.587)  0.32
C (0.389, -0.958, 1.945)  -0.23
H (2.495, -0.198, -0.021)  0.29
H (-1.287, -2.239, 1.483)  0.31
H (-0.149, 0.476, -0.112)  0.06
C (0.704, 0.891, 0.439)  -0.13
H (0.958, -1.633, 1.278)  0.23
N (-1.827, 0.799, -3.442)  -0.62
H (2.684, 1.522, 0.131)  0.25
H (1.975, 0.926, -1.353)  0.34

Run x
A cluster of 2 separate species, C4H13NO in total. Source: the Open Molecules 2025 dataset; level of theory: the ωB97M-V functional and the def2-TZVPD basis.

Values from the calculation:
HOMO-LUMO gap   10.5 eV
E_HOMO   -9.47 eV
E_LUMO   0.037 Eh
Structure (SMILES)   CCOCC.N

Last column: Mulliken charge in e.
Atoms and positions in Å:
H (-3.788, 1.429, 1.932)  0.32
C (1.014, 0.196, 0.121)  -0.99
H (2.083, 0.286, 0.328)  0.36
H (0.934, -0.069, -0.928)  0.29
H (0.785, 2.363, 0.048)  0.30
H (-2.966, 2.598, 0.841)  0.28
H (3.586, -3.103, -3.120)  0.22
H (3.840, -3.331, -1.566)  0.22
C (0.287, 1.498, 0.482)  -0.34
H (3.878, -4.545, -2.614)  0.22
H (-3.890, 1.235, 0.164)  0.27
H (-1.462, 0.593, 1.877)  0.38
H (0.243, 1.602, 1.570)  0.33
C (-1.954, 0.767, 0.912)  -0.32
N (3.356, -3.715, -2.339)  -0.66
H (0.580, -0.560, 0.755)  0.26
H (-2.189, -0.222, 0.516)  0.28
O (-1.065, 1.417, 0.036)  -0.39
C (-3.272, 1.562, 0.985)  -1.04

It is run x that is the most stable of them.